Computed, not measured: 2 unconnected molecules or ions with the total composition C3H10NO3S at a distorted geometry, with ωB97M-V/def2-TZVPD.

Each line ends with the Löwdin charge.
Cartesian coordinates (Å):
O1 2.1510 -0.4063 1.7071  0.1398
C1 1.7513 0.5131 1.0365  -0.4889
O2 2.4456 1.5858 0.7280  0.1849
C2 0.2726 0.5715 0.6267  -0.2427
C3 0.0737 0.8968 -0.8422  -0.4902
S1 -1.6827 1.1546 -1.2402  0.7752
N1 -0.2576 -0.8278 0.8749  0.2347
H1 3.2992 1.5091 1.1535  0.1491
H2 -0.2179 1.3349 1.2262  0.1664
H3 0.6559 1.7160 -1.2495  0.0953
H4 0.3710 0.0635 -1.4767  0.0910
H5 -1.8426 2.4510 -0.9354  -0.1115
H6 0.5137 -1.4827 0.7317  0.1669
H7 -0.6512 -0.9123 1.8071  0.1836
H8 -0.9721 -1.0657 0.1643  0.0929
H9 -2.4263 -1.7585 -1.6156  0.0366
H10 -1.4899 -2.9430 -1.6545  0.0636
O3 -1.9936 -2.3999 -1.0420  -0.0466

Atomic forces in eV per Å
O 0.1186 -0.0407 -0.4536
C -0.4316 -0.2826 1.1728
O -0.7884 0.2084 -0.5449
C 1.0847 -0.1179 -0.8393
C -0.5760 0.1810 -0.7351
S -0.2199 -0.2747 -0.2471
N -0.2766 1.0374 -0.6454
H 0.8160 0.0308 0.2426
H -0.1954 -0.3284 0.2819
H 0.1692 0.2782 0.5730
H 0.0319 -0.3021 0.0759
H 0.2716 -0.0350 0.1428
H 0.1053 -0.1034 0.5409
H 0.0707 -0.3299 0.1442
H -0.2962 -0.1788 0.2293
H -0.3162 0.0084 -0.0397
H 0.0428 -0.3023 -0.0452
O 0.3894 0.5516 0.1468

## Properties
Lowest unoccupied orbital energy = -3.266 eV
Gap between HOMO and LUMO = 10.4 eV
Total charge = +1
Relative energy (zero: lowest compared OMol25 entry of this formula, charge and spin) = 0.242 eV
HOMO energy = -13.63 eV